(1)
{
  "formula": "C23H20AuN6O2S",
  "method": "ωB97M-V/def2-TZVPD",
  "symbols": ["C", "O", "C", "C", "C", "O", "N", "S", "H", "C", "H", "H", "C", "H", "H", "C", "N", "C", "C", "C", "C", "C", "H", "H", "C", "C", "N", "C", "C", "H", "H", "H", "C", "N", "H", "H", "C", "H", "H", "N", "H", "C", "H", "C", "N", "C", "H", "H", "C", "H", "C", "Au", "H"],
  "coordinates": [[-0.7854, -0.7563, 0.5308], [-1.6488, 2.0724, -3.6053], [-1.1818, 4.7434, 0.5975], [-1.8861, -0.3936, -2.7581], [1.1982, -1.2816, 1.8078], [0.2941, 0.5624, -3.7773], [-0.3354, 1.4064, -1.5483], [-0.8814, 1.0015, -3.0611], [-3.0363, 4.7578, -0.5142], [0.5594, -2.4471, 2.2366], [5.4642, 0.6795, 4.3794], [-1.6729, -3.7486, -2.4087], [2.4511, 1.8909, -1.9356], [-5.2206, -3.5659, -1.6730], [-3.8621, -4.5985, -1.8548], [-0.0740, 3.9558, 0.8163], [-4.2313, -3.6682, -1.7997], [-3.4614, -2.5885, -2.1361], [-1.3101, -1.6586, -2.7148], [-3.2341, -0.2088, -2.4736], [-1.4299, -1.8789, 1.0333], [4.4988, 0.4152, 2.4862], [2.0506, 2.1615, -4.0136], [-3.6465, 0.7923, -2.5101], [-4.0202, -1.3025, -2.1753], [-0.7323, -2.7565, 1.8464], [-1.8979, 3.1425, -1.0304], [-0.7448, 2.4988, -0.8424], [4.6276, 0.2422, 3.8528], [1.8505, -1.6013, 4.3926], [-0.2571, -1.7670, -2.9400], [5.2423, 0.9826, 1.9355], [2.6050, -1.0488, 3.8492], [2.3642, 2.1097, -3.0565], [0.6730, 4.2108, 1.5583], [3.2025, -0.9143, -0.0869], [-2.0968, -2.7513, -2.4189], [-1.3246, -0.0957, -0.1304], [4.1455, 0.4654, -0.0097], [0.1336, 2.8441, 0.1158], [-1.1990, -3.6689, 2.1932], [3.4362, -0.1614, 1.8103], [-2.4662, -2.0596, 0.7785], [3.6805, -0.5069, 4.5349], [3.3504, -0.0246, 0.3827], [2.4478, -0.8579, 2.4776], [1.0960, -3.1211, 2.8927], [-5.0778, -1.1754, -1.9785], [0.5334, -0.4924, 0.8657], [-1.3409, 5.6675, 1.1311], [-2.0942, 4.2517, -0.3338], [1.4788, 0.8958, -0.3211], [3.7661, -0.6497, 5.6034]],
  "forces_ev_per_angstrom": [[-0.1, 0.0, -0.1], [-0.1, 0.1, 0.1], [-0.1, 0.0, -0.1], [0.1, 0.1, 0.0], [0.2, 0.1, 0.0], [0.0, -0.1, 0.1], [0.4, 0.1, 0.7], [0.4, -0.3, 0.1], [0.0, 0.0, 0.0], [-0.1, -0.1, 0.0], [0.0, 0.0, 0.0], [0.0, 0.0, 0.0], [-0.5, 0.1, -0.2], [0.0, 0.0, -0.1], [0.0, 0.0, -0.1], [-0.1, 0.0, 0.0], [0.1, 0.1, 0.1], [0.0, -0.1, 0.0], [-0.1, 0.0, -0.2], [0.0, 0.0, -0.1], [0.1, 0.0, 0.2], [0.2, 0.0, -0.2], [0.1, 0.0, 0.0], [-0.1, 0.0, 0.0], [0.0, 0.0, 0.1], [0.0, 0.0, 0.0], [-0.1, -0.2, -0.3], [-0.4, 0.6, 0.3], [-0.1, 0.0, 0.0], [0.0, 0.1, 0.0], [0.0, -0.1, 0.0], [0.0, 0.0, 0.0], [0.0, 0.1, 0.1], [0.3, 0.2, -0.1], [0.0, 0.0, 0.0], [0.4, -0.1, 0.1], [0.0, 0.0, 0.0], [0.0, -0.1, 0.0], [0.0, 0.0, 0.0], [0.2, 0.0, 0.2], [0.0, 0.0, 0.0], [0.4, 0.2, 0.3], [0.0, 0.0, -0.1], [0.0, -0.1, -0.1], [-1.5, 0.4, -0.3], [-0.2, -0.2, 0.1], [0.0, 0.1, 0.0], [0.0, 0.0, 0.0], [-0.6, 0.2, -0.4], [0.0, 0.0, 0.0], [0.1, -0.1, 0.1], [0.9, -0.8, -0.2], [0.0, 0.0, 0.0]],
  "spin_multiplicity": 1,
  "max_force_ev_per_a": 1.617,
  "homo_lumo_gap_ev": 5.75,
  "de_lowest_kcal_mol": 15.9,
  "charge": 1,
  "e_lumo_ev": -4.710
}

---

(2)
{
  "formula": "C42H105ClN7O18",
  "method": "ωB97M-V/def2-TZVPD",
  "symbols": ["O", "C", "C", "C", "H", "C", "H", "H", "H", "C", "C", "H", "H", "H", "H", "N", "C", "H", "C", "H", "C", "H", "C", "H", "H", "H", "H", "H", "H", "H", "H", "O", "O", "H", "C", "C", "H", "H", "H", "C", "H", "H", "H", "O", "H", "H", "C", "H", "H", "H", "H", "H", "C", "O", "H", "C", "H", "C", "H", "C", "H", "O", "H", "H", "H", "H", "C", "H", "H", "H", "O", "H", "H", "H", "H", "O", "N", "H", "C", "H", "H", "H", "O", "H", "C", "C", "H", "H", "O", "H", "H", "H", "C", "H", "H", "O", "H", "O", "N", "H", "H", "H", "H", "H", "C", "H", "C", "C", "H", "H", "H", "C", "H", "H", "Cl", "H", "H", "H", "H", "H", "H", "O", "H", "N", "H", "H", "C", "H", "H", "H", "O", "H", "C", "C", "H", "C", "N", "O", "H", "C", "H", "C", "N", "C", "H", "O", "H", "C", "H", "C", "H", "C", "C", "H", "H", "N", "H", "H", "C", "H", "H", "C", "H", "C", "H", "H", "O", "H", "H", "H", "O", "H", "C"],
  "coordinates": [[6.1169, 0.0736, 4.3536], [-1.1727, -4.5199, -2.1002], [-1.5384, -7.8118, -1.1651], [7.3340, -0.0192, 5.1042], [-4.2601, 0.4993, 5.2071], [-1.4788, 5.9697, 1.3240], [5.1525, 1.1240, 5.8646], [9.8982, -3.3489, 0.9124], [-1.8666, -2.4958, -4.0274], [-2.2395, -0.6861, 6.3253], [1.8861, 0.0126, 3.9210], [-3.7690, 8.1007, 4.4411], [-2.3422, -5.1311, -7.8402], [-5.0462, 4.7914, 0.3511], [9.9478, -0.6304, -2.7840], [-0.6493, 1.1942, -5.4792], [-5.7338, 2.9091, 2.0999], [-1.8836, -6.7019, -7.2807], [-0.7979, 3.6453, -4.9841], [7.6257, -1.1535, 0.4722], [1.3286, 4.4532, 1.6971], [-0.6201, -3.6464, -4.4329], [-1.7056, -3.5383, -4.3127], [2.0423, 6.3534, 4.2474], [-6.8260, 0.1595, -2.0931], [-6.6369, -1.4712, 2.0416], [1.5941, -3.5231, 6.4105], [1.2782, 0.8117, 3.4964], [-2.3167, 2.3283, -5.7697], [-5.2056, -1.8244, -1.6231], [-6.7340, 1.3959, -3.3736], [1.0964, -0.1574, 0.9007], [0.0342, -1.1394, -1.0192], [-0.1005, 0.8559, -3.6136], [-3.4519, 0.8440, 3.1748], [-6.4656, 1.1626, -2.3381], [-2.7848, -5.0369, -0.7054], [3.8951, -1.1715, 0.8788], [-3.2468, 5.1949, 2.2271], [6.1824, -2.1094, 1.5570], [1.4165, 3.6019, 2.3819], [-2.4488, 0.6475, -2.0721], [8.0499, -0.6078, 4.5357], [1.2604, 5.6666, 2.4691], [-0.8735, -3.5912, -1.6057], [1.5877, -0.8560, -3.8984], [4.0435, 1.1283, 4.0524], [-1.2316, -0.6220, 6.7148], [1.3312, 5.0715, -5.7519], [-4.7302, -0.3203, 2.0912], [0.2823, 4.8620, -0.2168], [-7.0445, 1.8577, -1.7282], [10.3029, -0.2870, -1.8086], [-2.7152, 7.1012, 2.9844], [3.7192, 2.1220, 3.7209], [-1.4863, 2.3003, -5.0637], [3.4903, -2.4620, -0.2186], [-2.8674, 6.1638, 1.8971], [-0.5307, 0.9422, -6.4427], [-3.1390, -0.1787, -2.2903], [0.1460, -1.1861, -4.9835], [5.3586, -2.4594, 0.4764], [-3.9934, 1.1689, -3.7959], [11.1561, -2.4905, -0.8855], [-0.2600, -4.9716, -2.5172], [7.6976, 0.9642, 5.4058], [-3.6115, 0.0364, 4.4548], [-1.4816, 6.3107, 0.2829], [0.2351, -1.2677, 3.9241], [-3.5131, 6.6604, 1.1681], [-2.0769, -5.3202, -5.7971], [-6.0748, 4.0125, -0.9602], [-6.6888, -2.9894, 1.1797], [-1.2244, -5.6018, -0.2401], [-0.4940, -7.7026, -1.4790], [-0.2657, 3.9507, -6.2707], [7.9557, -3.3012, 0.2752], [5.9925, -1.1407, 2.0292], [2.6823, -1.5277, -6.1032], [-0.6610, 6.5400, 1.7618], [-4.1371, 6.3305, 4.2308], [11.3910, -0.3818, -1.7673], [-5.0968, 1.3154, -2.0555], [0.1100, 3.2567, 0.3108], [-1.8646, -5.4522, -1.1172], [10.0743, -2.4989, -1.0567], [-3.9284, -0.9966, 4.2780], [-2.8612, 0.0127, 6.9084], [-5.7268, 2.9250, 0.6976], [-6.5990, 3.4804, 2.4547], [-4.7274, 7.6326, 3.1274], [3.1276, -1.6622, -7.0884], [3.9707, -2.2575, 0.7382], [-2.6624, -0.9176, -0.4612], [8.2707, -2.0930, 1.9155], [-2.2074, -6.6941, -1.7275], [-4.9131, -0.3071, -3.3170], [-0.9636, 0.6328, 0.1518], [-4.5630, 0.6666, 2.2593], [-4.7150, -3.7903, 0.0633], [-3.3042, -2.8844, 0.4901], [3.1204, 6.3051, 2.8024], [-2.2416, -3.3997, -6.4545], [4.1726, 0.5872, 3.0994], [5.3565, 1.1912, 4.7893], [6.1345, -2.9539, 2.2657], [-2.5208, -5.8580, -7.0346], [1.1396, 4.1194, -6.2590], [1.2835, 1.5235, -4.4665], [9.5319, -4.4448, -0.4646], [2.7301, 4.8041, 3.6826], [-5.9198, 4.1757, 0.1032], [3.4838, -1.4543, -5.3627], [9.8685, -2.8111, -2.0851], [0.3085, 0.0493, -0.2882], [-6.7675, 4.8115, 0.4057], [-3.6002, -5.9722, -6.8930], [-2.5193, 0.6009, 2.6577], [-1.5901, -7.8320, -0.0717], [-2.7431, -1.6560, 6.3183], [3.4006, -2.7248, 1.5458], [-2.3072, -0.0622, 5.0505], [-4.7759, 3.3550, 2.4227], [-3.4969, -0.7420, -1.0116], [1.6399, 3.2477, -5.8349], [-2.0142, -8.7139, -1.5438], [-3.8817, 7.2737, 3.7365], [2.1288, -2.4554, -5.9097], [-2.4874, -5.2031, -3.4229], [2.4024, -0.5425, 3.1328], [9.6797, -1.1443, -0.8480], [9.9702, 0.7230, -1.5928], [-5.7277, 1.4694, 2.6024], [0.1799, 4.2774, 0.6989], [0.5499, -2.2158, 7.0830], [-6.4001, -1.9343, 1.0855], [-1.1379, 4.5158, 1.3335], [1.7733, -0.4460, -5.9922], [-0.9790, 4.2670, 2.3078], [2.3519, 5.7822, 3.3774], [0.3339, -0.2233, 5.3707], [-4.3404, -2.7661, 0.1553], [-2.1690, -4.2842, -3.1304], [0.8888, -2.7250, 6.1746], [-6.8943, -1.5226, 0.2052], [0.9785, 0.9557, -1.1909], [7.0558, -0.5666, 6.0137], [-4.3289, 0.5533, -2.9606], [7.3610, -3.2964, -0.5460], [0.4379, 0.8357, -4.5663], [-3.5303, -3.9506, -5.3379], [9.3850, -3.4482, -0.0436], [-2.4503, -3.9848, -5.5513], [1.5985, 4.2554, -7.2412], [5.8397, 2.1416, 4.5349], [2.9954, 0.4959, 4.8083], [-1.8652, 2.0375, -4.0704], [3.2566, -0.4349, 5.1313], [-4.2147, -1.9899, -1.1845], [-0.0158, 3.7005, -4.2206], [-6.6103, 1.0876, 2.0734], [0.9001, -0.8634, 4.6934], [2.3308, 4.5320, 1.2540], [7.6321, -2.0869, 1.0302], [-3.2401, 1.8821, 3.4475], [0.0328, -3.1116, 5.6100], [1.6502, -1.8735, 5.3434], [-3.7414, -2.6885, -1.8931], [-2.5351, -0.8482, -2.9138], [-1.5003, 4.4378, -4.7013], [-4.9775, -1.8943, 1.0622], [-5.8914, 1.3856, 3.6827], [1.0221, -0.5592, -4.7815]],
  "forces_ev_per_angstrom": [[1.0, 0.6, 0.2], [-0.8, -0.1, 0.0], [0.2, 0.8, -0.4], [-1.3, -0.6, 0.3], [-0.4, 0.1, -0.2], [0.4, -1.0, -1.0], [0.2, 0.2, 0.1], [0.2, -0.2, 0.0], [-0.1, 0.2, -0.7], [-1.9, 2.0, -0.6], [0.5, 0.4, 0.6], [0.5, -0.3, 0.3], [-0.2, 0.1, 0.0], [0.1, 0.1, -0.6], [0.2, 0.4, -0.3], [0.9, -0.6, 0.5], [1.6, 0.2, 0.1], [-0.6, -0.5, 0.3], [0.1, 0.5, -0.4], [1.0, 0.1, -0.2], [1.3, 0.4, -0.1], [0.0, -0.2, -0.3], [0.1, 0.1, 1.1], [0.0, 0.1, 0.0], [0.1, -0.2, -0.1], [-0.5, 0.4, -0.3], [-0.4, -0.2, 0.3], [0.3, 0.2, -0.2], [-0.1, 0.3, 0.1], [-0.1, 0.2, 0.2], [0.2, -0.1, -0.2], [0.5, -0.6, -0.2], [0.0, -1.7, -0.2], [0.6, -0.2, 0.4], [0.3, -0.2, -0.2], [-0.3, 0.4, 0.4], [-0.1, 0.4, -0.3], [-0.6, -0.1, 0.2], [-0.3, 0.1, 0.1], [1.3, -1.8, 0.0], [-0.4, -0.1, 0.1], [0.2, -0.2, 0.3], [0.1, 0.2, 0.0], [-0.9, -0.5, 0.5], [-0.1, 0.1, 0.0], [0.2, -0.2, -0.2], [-0.5, -0.1, -0.9], [0.1, -0.5, -0.2], [0.5, -0.3, 0.5], [0.0, 0.4, -0.2], [0.0, 0.5, 0.3], [0.2, 0.1, 0.2], [-0.8, -1.0, 0.4], [0.0, -0.2, 0.1], [-0.1, 0.0, 0.4], [0.3, -0.9, -0.2], [-0.2, -0.1, 0.2], [1.0, 1.4, 0.7], [0.1, 0.6, -0.2], [0.9, 2.6, 1.1], [0.3, -0.6, 0.3], [-0.6, -0.3, 0.5], [0.0, -0.1, -0.1], [0.2, -0.6, -0.2], [0.0, -0.2, 0.2], [0.3, 0.0, -0.3], [1.5, -0.5, 0.9], [-0.1, -0.4, -0.1], [-0.3, -0.2, 0.3], [-0.3, -0.4, -0.1], [0.9, -0.6, -0.1], [0.5, 0.0, -0.1], [-0.3, 0.0, -0.1], [0.2, -0.2, -0.1], [0.1, -0.7, 0.2], [0.3, 0.0, -0.5], [0.3, 0.7, -0.3], [-0.5, -0.1, 0.0], [-0.5, -0.6, 0.4], [-0.5, 0.3, 0.7], [-0.3, 0.2, 0.2], [0.1, 0.2, 0.0], [-0.1, -0.1, -0.4], [0.6, -0.2, 0.3], [0.6, -0.1, 0.7], [-0.4, 0.7, 0.8], [-0.4, 0.1, -0.3], [0.1, -0.6, 0.8], [-1.2, -0.6, -0.4], [0.1, -0.1, 0.4], [0.0, -0.5, -0.2], [-0.2, 0.6, -0.2], [0.1, 1.9, -1.4], [0.1, 0.4, 0.0], [0.2, 0.5, -0.1], [-0.4, -0.2, 0.3], [-0.5, 0.5, -0.5], [0.7, -0.3, -0.4], [0.1, 1.3, 0.2], [-0.7, 0.2, 0.0], [-0.1, 0.1, 0.4], [0.5, 0.1, 0.5], [0.1, 0.3, 0.2], [0.5, 0.0, 0.0], [-0.6, -0.3, -0.5], [-0.2, 0.5, 0.4], [0.1, 1.6, 0.7], [-0.1, 0.5, 0.1], [0.0, 0.3, -0.3], [0.1, -0.2, 0.3], [0.0, 0.0, 0.1], [0.6, 0.5, 0.2], [0.0, 0.1, 0.0], [-0.1, 0.1, -0.1], [-1.4, 2.3, 0.7], [-0.4, -0.6, 0.6], [0.0, -0.8, -0.7], [-0.1, -0.6, 0.1], [-0.1, 0.1, 0.0], [0.5, -0.3, 0.1], [0.9, -0.6, 0.2], [0.9, -0.2, -0.6], [-0.3, 0.4, 0.2], [-0.4, -1.0, -0.2], [0.1, 0.2, 0.4], [0.2, 0.0, -0.2], [-0.4, 0.3, -0.3], [0.1, -0.1, 0.1], [0.1, 0.0, -0.1], [-0.6, -0.1, -0.4], [0.2, 0.0, -0.3], [0.1, 0.1, -0.1], [-0.7, -0.8, -0.7], [-0.6, -0.4, 0.2], [0.0, 0.0, 0.0], [1.0, -1.2, 0.5], [0.5, 1.0, -0.2], [1.0, -0.6, -0.1], [-0.4, -0.1, 0.0], [-0.3, 0.0, -1.2], [0.0, -0.2, 0.3], [1.1, 1.8, -1.3], [-0.1, -0.2, -0.8], [0.6, 0.1, -0.6], [0.1, 0.4, 0.1], [0.3, 0.3, 0.2], [0.5, 0.0, 0.2], [0.2, -2.1, 0.0], [0.1, -0.3, -0.1], [-1.1, -0.2, 0.7], [0.0, 0.2, -0.1], [-0.4, 0.5, -0.3], [-0.3, -0.1, 0.1], [-0.8, -0.2, -0.4], [0.4, -0.1, 0.2], [-1.8, -0.8, 0.2], [-0.2, 0.2, 0.0], [0.9, 0.4, 0.4], [-0.2, -1.4, 0.1], [0.1, -0.4, 0.0], [0.1, -0.6, 0.3], [1.0, 0.5, -0.9], [-0.2, -0.5, -0.7], [-1.3, -0.2, 0.5], [-0.6, 0.2, -0.1], [-0.1, -0.1, 0.2], [-0.3, 0.2, 0.1], [0.3, 0.1, -0.1], [-0.6, -0.1, -0.6], [-0.2, -0.1, -0.1], [-0.6, -0.8, 0.6], [-0.4, 0.6, 0.1], [-1.4, 1.6, -0.9]],
  "spin_multiplicity": 1,
  "max_force_ev_per_a": 2.976,
  "homo_lumo_gap_ev": 7.88,
  "de_lowest_kcal_mol": 66.4,
  "charge": -1,
  "e_lumo_ev": 2.321
}